C4H4F3N | ωB97M-V/def2-TZVPD

The geometry in ORCA input format:
```
! wB97M-V def2-TZVPD RIJCOSX def2/J DEFGRID3
* xyz 0 1
C 2.0232 0.1252 0.7378
C 1.0307 -0.3293 0.0429
C -0.3690 0.0511 0.3234
C -1.2462 -0.1332 -0.9789
N -0.9019 0.3548 1.3975
F -1.0693 -1.2321 -1.6458
F -2.5980 0.0111 -0.7284
F -0.8716 0.8613 -1.8291
H 2.9208 -0.3137 0.4416
H 1.9296 0.8904 1.5232
H 1.0078 -1.0011 -0.7319
H -1.8561 0.7156 1.4478
*
```

Calculated values
Kohn-Sham gap (eV): 10.506
SMILES: [H]/N=C(/C=C)C(F)(F)F
HOMO energy (eV): -10.21
M (g mol⁻¹): 123.08
ΔE to the lowest compared entry with this formula, charge and spin (kcal/mol): 0.0
F_max (eV Å⁻¹): 3.67
Calculated total energy (hartree): -509.12891

***

C18H33F6N4O7PS2 | ωB97M-V/def2-TZVPD

The geometry in ORCA input format:
```
! wB97M-V def2-TZVPD RIJCOSX def2/J DEFGRID3
* xyz 0 1
C 4.8578 -0.1236 1.8252
C 5.0680 -0.9397 0.5330
C 4.1028 -0.5282 -0.5788
C 2.6819 -1.0533 -0.3357
C 1.5784 -0.0580 -0.7255
C 0.2013 -0.5241 -0.2321
C -0.9377 -0.3949 -1.2517
C -0.6599 -1.0932 -2.6225
N -0.3406 -0.2228 -3.7431
C -2.1692 -1.0695 -0.6744
N -2.6073 -0.4378 0.6209
N -3.1474 0.8776 0.3008
C -4.3570 1.0457 0.5317
O -5.4426 1.3037 0.7889
C -1.5013 -0.3808 1.6394
P -1.1424 -2.1616 2.2520
N -0.0486 -2.1131 3.3647
S -2.1489 0.4419 3.1575
C -0.7754 0.6599 4.2357
O -3.0393 -0.5598 3.7020
O -2.7024 1.7282 2.8280
C -0.1939 0.2012 1.0717
C -0.2059 1.7413 0.8893
C 0.9332 2.4622 1.6149
O 1.3865 3.5402 0.8220
C 2.7720 3.6991 0.7120
C 3.1428 4.2056 -0.6898
F 3.9639 3.3335 -1.3016
F 3.7962 5.3704 -0.6273
F 2.0903 4.3780 -1.4803
H 4.4693 -0.7417 2.6346
H 5.7987 0.2983 2.1798
H 4.1746 0.7120 1.6611
H 4.8733 -1.9911 0.7586
H 6.0983 -0.8604 0.1920
H 4.4672 -0.9220 -1.5306
H 4.0817 0.5601 -0.6802
H 2.5110 -1.9821 -0.8811
H 2.5625 -1.2391 0.7393
H 1.5835 0.0784 -1.8066
H 1.8493 0.9014 -0.2835
H 0.2914 -1.5997 -0.0461
H -1.1752 0.6579 -1.4183
H 0.1767 -1.7818 -2.4784
H -1.5688 -1.6453 -2.8857
H 0.3203 0.5001 -3.4886
H -1.1756 0.2318 -4.0915
H -1.9949 -2.1315 -0.5002
H -3.0052 -0.9994 -1.3660
H -3.3523 -1.0273 1.0092
H -0.8332 -2.9268 1.1264
H -2.4248 -2.5478 2.6606
H 0.7493 -2.6925 3.1304
H -0.9537 1.6064 4.7410
H -0.7849 -0.1865 4.9165
H 0.1729 0.6678 3.7115
H 0.5585 -0.0547 1.8243
H -0.0594 1.9651 -0.1675
H -1.1594 2.1838 1.1581
H 0.5905 2.8483 2.5813
H 1.7535 1.7664 1.8298
H 3.2971 2.7522 0.8523
H 3.1486 4.4319 1.4292
C -5.8074 -2.3510 -4.5825
F -6.0754 -3.0904 -5.6596
F -5.9031 -1.0586 -4.9257
F -6.7471 -2.5984 -3.6586
S -4.1328 -2.7339 -3.9331
O -3.2530 -2.3724 -5.0155
O -4.2145 -4.1281 -3.5815
O -4.0625 -1.8272 -2.7824
*
```

Calculated values
Kohn-Sham gap (eV): 7.457
HOMO energy (eV): -8.75
M (g mol⁻¹): 626.58
F_max (eV Å⁻¹): 0.86
Calculated total energy (hartree): -3188.14520

***

C17H20N3O3S4SeSiV | ωB97M-V/def2-TZVPD

The geometry in ORCA input format:
```
! wB97M-V def2-TZVPD RIJCOSX def2/J DEFGRID3
* xyz -2 3
V 0.4432 1.2990 0.6309
S 1.6011 1.0223 2.6251
C 0.9716 2.3599 3.5617
C 1.1407 2.2753 4.9792
N 1.2672 2.1900 6.1222
C 0.3840 3.4502 2.9947
S 0.1880 3.6526 1.2907
C -0.0481 4.5361 3.8306
N -0.4014 5.4225 4.4756
C -1.5615 0.6322 -2.9262
S -3.1531 1.4039 -2.5689
C -2.5628 2.9208 -1.7951
H -0.9024 0.6936 -2.0600
H -1.0756 1.1125 -3.7760
H -1.7372 -0.4180 -3.1548
H -2.0372 3.5530 -2.5102
H -1.9035 2.6808 -0.9631
H -3.4336 3.4505 -1.4112
O -1.3228 -5.4265 3.4624
C -2.2073 -4.9135 2.5597
O -2.9846 -5.6608 2.0258
C -2.1031 -3.4572 2.3041
C -2.5830 -2.9526 1.0967
C -2.4840 -1.6045 0.8112
C -1.9175 -0.7138 1.7283
S -1.8123 1.0110 1.3985
C -1.4559 -1.2201 2.9457
C -1.5396 -2.5704 3.2245
H -0.6854 -4.7402 3.6905
H -3.0079 -3.6397 0.3771
H -2.8285 -1.2184 -0.1397
H -1.0149 -0.5392 3.6621
H -1.1914 -2.9156 4.1937
O 0.3215 -2.7781 -1.0382
C 0.4407 -1.6887 -0.5540
N 0.5670 -0.6141 -0.0764
C 3.5783 -0.6847 -1.5756
Si 2.6418 0.5805 -2.6026
C 1.4427 -0.3515 -3.7127
C 3.8689 1.3971 -3.7882
Se 1.8302 2.2292 -1.3042
H 4.1501 -1.3737 -2.2054
H 2.8697 -1.2624 -0.9793
H 4.2618 -0.1830 -0.8879
H 2.0194 -1.0349 -4.3457
H 0.9014 0.3356 -4.3677
H 0.7191 -0.9430 -3.1523
H 4.4407 0.6406 -4.3354
H 4.5667 2.0375 -3.2454
H 3.3390 2.0178 -4.5149
*
```

Calculated values
Kohn-Sham gap (spin up / spin down) (eV): 6.638 / 6.752
HOMO energy (spin up / spin down) (eV): -2.30 / -2.41
M (g mol⁻¹): 600.62
ΔE to the lowest compared entry with this formula, charge and spin (kcal/mol): 3.3
F_max (eV Å⁻¹): 0.40
Calculated total energy (hartree): -6277.76874

***

C3H9ClNOP | ωB97M-V/def2-TZVPD

The geometry in ORCA input format:
```
! wB97M-V def2-TZVPD RIJCOSX def2/J DEFGRID3
* xyz 0 1
C 0.3460 1.6891 -0.1264
C 1.8894 -0.0724 0.8052
C 1.0871 0.3706 -0.4007
N -2.5019 -2.1028 -0.4523
O 0.3119 -0.7350 -0.6706
P -2.1538 -0.7582 0.4641
Cl -3.1919 0.6490 -0.3156
H -0.5483 1.3418 0.4750
H 1.1108 2.1855 0.3731
H 0.1801 2.3474 -0.9284
H 1.3718 0.3181 1.7299
H 2.9749 0.3356 0.9872
H 1.9460 -1.1944 0.9060
H 1.7488 0.5013 -1.2984
H -2.0358 -2.9975 -0.1263
H -2.5350 -1.8781 -1.4220
*
```

Calculated values
Kohn-Sham gap (spin up / spin down) (eV): 6.596 / 8.114
HOMO energy (spin up / spin down) (eV): -7.53 / -8.76
M (g mol⁻¹): 141.54
ΔE to the lowest compared entry with this formula, charge and spin (kcal/mol): 85.3
F_max (eV Å⁻¹): 4.21
Calculated total energy (hartree): -1051.14797

***

C26H22FeI2N5O4PS2 | ωB97M-V/def2-TZVPD

The geometry in ORCA input format:
```
! wB97M-V def2-TZVPD RIJCOSX def2/J DEFGRID3
* xyz 0 5
Fe 0.8211 0.8073 -0.2228
I 2.8277 -4.1743 2.3233
C 4.1544 -2.8820 1.1739
I 3.5797 -1.8611 -0.6557
H 5.0139 -3.4469 0.9786
H 4.3407 -2.0391 1.8724
O 1.8651 0.3196 1.6893
C 2.8449 0.9902 2.1000
C 3.6111 1.9175 1.3728
C 4.4791 2.7603 2.0554
C 5.2237 3.6952 1.3818
C 5.3332 3.7741 0.0134
C 4.4685 2.9953 -0.7580
C 3.5203 2.0970 -0.1488
O 2.5110 1.6521 -0.8468
N 5.8278 4.7083 2.2390
O 5.6151 4.6556 3.4878
O 6.6125 5.5290 1.7098
H 3.1956 0.6927 3.1398
H 4.5920 2.7462 3.1686
H 6.0355 4.4529 -0.4959
H 4.4676 3.0319 -1.8454
N -1.7853 3.4181 -2.3785
C -1.1411 3.0499 -3.5553
C -0.3422 1.9963 -3.2458
N -0.3889 1.7195 -1.8956
C -1.2942 2.6211 -1.3949
C -1.3574 2.8207 0.0427
N -0.4869 2.1520 0.8124
C -0.8100 2.4483 2.1012
C -1.8720 3.3179 2.1199
N -2.2338 3.5780 0.7965
H -2.4791 4.1390 -2.2548
H -1.3332 3.5003 -4.5105
H 0.2160 1.3451 -3.8939
H -0.1686 2.0822 2.8886
H -2.5112 3.6000 2.9258
H -2.9411 4.1666 0.3906
S -2.9921 -0.5365 1.6089
P -2.0045 -1.8003 0.4265
S 0.0237 -1.7201 0.0510
C -2.3242 -3.4858 0.9278
C -3.6401 -3.8885 0.9191
C -3.9949 -5.1827 1.3086
C -3.0329 -6.0713 1.7978
C -1.7229 -5.6226 1.8466
C -1.3000 -4.3793 1.2829
C -2.7498 -1.8467 -1.2319
C -3.5232 -0.7893 -1.6373
C -3.9030 -0.7172 -2.9971
C -3.4915 -1.7188 -3.8930
C -2.7658 -2.8143 -3.4119
C -2.3432 -2.8585 -2.0609
H -4.3791 -3.1646 0.5801
H -5.0462 -5.4658 1.1320
H -3.3034 -7.0590 2.1426
H -0.9516 -6.2515 2.3622
H -0.2425 -4.1533 1.1558
H -3.9043 -0.0757 -0.8934
H -4.4766 0.1531 -3.3738
H -3.7846 -1.6135 -4.8990
H -2.4251 -3.6222 -4.0883
H -1.7335 -3.6923 -1.7362
*
```

Calculated values
Kohn-Sham gap (spin up / spin down) (eV): 7.053 / 6.956
HOMO energy (spin up / spin down) (eV): -7.58 / -7.59
M (g mol⁻¹): 873.25
ΔE to the lowest compared entry with this formula, charge and spin (kcal/mol): 0.0
F_max (eV Å⁻¹): 3.38
Calculated total energy (hartree): -4575.52932

***

C2H6O3 | ωB97M-V/def2-TZVPD

The geometry in ORCA input format:
```
! wB97M-V def2-TZVPD RIJCOSX def2/J DEFGRID3
* xyz 0 1
O 2.0105 2.2815 2.5924
O 0.4978 3.5024 1.4179
C 1.4431 3.3204 2.3550
C 0.1793 2.3239 0.6684
H 1.6213 4.2800 2.8794
H -0.6007 2.6026 -0.0600
H -0.2129 1.5198 1.3134
H 1.0535 1.9382 0.1174
O 1.7812 -0.4601 1.3905
H 2.3880 -1.1153 1.8037
H 1.9581 0.3798 1.8716
*
```

Calculated values
Kohn-Sham gap (eV): 11.914
SMILES: COC=O.O
HOMO energy (eV): -11.05
M (g mol⁻¹): 78.07
ΔE to the lowest compared entry with this formula, charge and spin (kcal/mol): 19.8
F_max (eV Å⁻¹): 1.14
Calculated total energy (hartree): -305.52101